Entry 1:
Below is C15H45BN3O4Ti as an isolated structure at a distorted geometry, with properties calculated with the ωB97M-V functional and the def2-TZVPD basis.

XYZ file:
```
69
Properties=species:S:1:pos:R:3:mulliken_charge:R:1
H 15.647 -11.073 2.067 0.27
H 20.319 -6.722 -0.282 0.41
N 21.845 -7.624 -2.430 -0.45
C 26.409 -11.804 -3.709 -0.73
H 18.838 -6.856 -6.431 0.22
O 19.784 -6.955 -4.621 -0.26
H 15.222 -12.138 0.716 0.31
H 21.510 -13.584 1.830 0.26
H 19.714 -7.528 -2.360 -0.63
H 23.316 -12.281 0.703 0.25
H 17.440 -11.924 -0.200 0.43
C 17.531 -10.903 0.171 -0.68
C 19.420 -6.230 -5.754 -0.77
C 20.611 -6.908 -2.387 1.28
H 19.746 -5.307 -3.400 0.43
H 18.767 -5.382 -5.547 0.32
H 20.276 -12.171 4.938 0.43
H 27.122 -12.558 -4.042 0.26
H 20.008 -10.786 -0.120 0.02
H 16.599 -9.605 -2.207 0.32
H 21.798 -7.539 1.357 -0.32
H 19.890 -5.297 -1.176 0.44
H 24.064 -9.687 0.825 0.20
C 18.335 -10.007 -0.829 0.28
C 17.672 -9.786 -2.273 -1.18
H 20.169 -10.457 4.476 0.36
C 20.717 -13.309 2.526 -1.37
H 18.424 -9.087 -0.252 0.07
N 19.699 -10.435 -1.015 -0.02
N 23.903 -9.646 -0.172 -0.33
H 19.674 -11.265 -1.591 0.31
H 24.670 -9.007 -0.330 0.18
H 18.075 -8.975 -2.879 0.20
H 20.441 -8.676 1.698 -0.44
H 21.909 -11.794 3.278 0.28
H 25.257 -11.168 0.133 0.47
H 25.672 -9.931 -2.040 0.41
H 20.869 -10.164 1.945 -0.16
H 17.917 -10.735 -2.750 0.37
H 19.779 -13.506 2.007 0.25
H 20.402 -5.966 -6.146 0.32
H 25.506 -11.863 -4.315 0.32
H 21.839 -8.011 -3.362 0.27
C 23.398 -12.010 -0.350 -1.22
H 22.629 -6.991 -2.486 0.27
H 18.041 -10.961 1.133 0.30
H 21.632 -5.603 -0.945 0.30
C 15.304 -11.098 1.033 -0.74
H 18.869 -11.471 4.046 0.24
H 26.831 -10.816 -3.893 0.29
B 21.355 -8.229 2.058 0.52
H 22.416 -11.738 -0.737 0.05
C 20.857 -11.869 3.004 0.71
C 24.477 -10.950 -0.597 0.22
H 14.304 -10.687 0.901 0.26
H 20.822 -14.029 3.337 0.46
H 21.201 -7.845 3.054 -0.17
C 25.054 -10.829 -2.045 -0.86
Ti 21.642 -8.765 -0.380 0.24
O 25.934 -11.958 -2.410 -0.34
H 23.696 -12.916 -0.877 0.51
O 20.657 -11.087 1.791 -0.06
C 20.425 -6.117 -3.665 -1.16
O 16.181 -10.340 0.199 -0.34
H 21.999 -9.092 2.125 -0.26
H 24.183 -10.598 -2.658 0.38
C 20.656 -6.067 -1.086 -1.20
H 21.328 -5.628 -4.030 0.43
C 19.953 -11.478 4.162 -1.42
```

Computed properties:
Multiplicity ... 4
Expectation value of S² ... 3.75


Entry 2:
Below is a 2-piece molecular cluster, C3H11N3 overall at a distorted geometry, with properties calculated with the ωB97M-V functional and the def2-TZVPD basis.

XYZ file:
```
17
Properties=species:S:1:pos:R:3:mulliken_charge:R:1
H 1.068 0.954 0.233 0.18
H 2.237 2.052 2.114 0.16
N 3.036 1.708 1.581 -0.50
C -4.096 -1.104 -0.534 -0.77
C -2.964 -1.528 -1.090 0.02
H -1.896 -0.053 -0.584 0.20
H -0.889 -1.494 -0.836 0.23
H 2.916 -0.304 1.447 0.21
H -4.258 -0.283 0.173 0.26
C 3.020 0.521 0.729 -0.17
H 2.029 0.811 -1.078 0.22
N -1.703 -0.933 -1.036 -0.41
H -4.997 -1.442 -1.036 0.20
H -2.940 -2.512 -1.680 0.26
H 3.607 2.548 1.580 0.16
N 1.864 0.464 -0.142 -0.54
H 3.963 0.595 0.158 0.29
```

Computed properties:
Multiplicity ... 1
SMILES ... C=CN.NCN


For each record above, in turn, the calculated energy above the lowest of the compared OMol25 structures with the same formula, charge and spin values are 2.630, 2.240 eV.